Entry 1:
66
Properties=species:S:1:pos:R:3:nbo_charge:R:1 method="wB97M-V/def2-TZVPD" homo_energy_ev="-9.4 / -10.6" multiplicity=5 charge=+1 e_lumo_ev="-2.162 / -3.685"
Rh 0.905 0.925 -0.551 1.09
N -0.698 4.723 -2.120 -0.49
C -0.622 5.262 -0.854 -0.07
C -0.142 4.268 -0.058 -0.07
N 0.072 3.142 -0.814 -0.49
C -0.274 3.444 -2.045 0.30
C -0.120 2.448 -3.088 0.31
N 0.364 1.270 -2.776 -0.49
C 0.430 0.543 -3.936 -0.06
C -0.020 1.307 -4.969 -0.07
N -0.369 2.519 -4.414 -0.49
H -1.019 5.210 -2.938 0.43
H -0.892 6.282 -0.644 0.24
H 0.092 4.296 0.993 0.24
H 0.815 -0.463 -3.946 0.24
H -0.121 1.106 -6.021 0.24
H -0.714 3.311 -4.928 0.43
O 6.906 4.225 -1.202 -0.52
C 5.990 3.506 -0.943 0.21
S 5.487 2.149 -1.986 0.38
C 4.037 1.743 -1.116 -0.41
C 3.724 2.539 -0.003 -0.41
S 2.422 2.249 1.020 -0.02
S 4.820 3.840 0.360 0.37
S 3.143 0.400 -1.598 -0.03
C -0.883 -4.951 -0.404 -0.40
N -0.681 -3.628 -0.985 -0.81
C -1.581 -3.299 -2.091 -0.41
P 0.029 -2.415 -0.164 2.53
O 0.483 -1.330 -1.074 -1.15
O -1.169 -1.875 0.830 -1.10
P -1.020 -0.539 1.713 2.51
O 0.327 0.080 1.538 -1.14
N -1.254 -0.969 3.269 -0.82
C -0.457 -0.380 4.347 -0.41
C -2.538 -1.541 3.674 -0.41
N -2.353 0.300 1.214 -0.81
C -2.598 1.544 1.959 -0.41
C -2.636 0.427 -0.221 -0.41
N 1.176 -2.999 0.831 -0.83
C 0.885 -3.480 2.183 -0.41
C 2.569 -2.580 0.628 -0.40
H -0.850 -5.695 -1.200 0.21
H -1.849 -5.029 0.104 0.19
H -0.087 -5.183 0.300 0.22
H -1.478 -4.056 -2.870 0.21
H -1.314 -2.332 -2.513 0.23
H -2.627 -3.277 -1.769 0.19
H 0.433 0.093 3.939 0.24
H -0.151 -1.159 5.047 0.20
H -1.037 0.366 4.900 0.19
H -3.062 -1.956 2.816 0.22
H -3.178 -0.786 4.140 0.20
H -2.367 -2.341 4.396 0.21
H -2.211 1.465 2.975 0.21
H -3.669 1.731 2.016 0.21
H -2.117 2.402 1.477 0.19
H -2.555 -0.538 -0.712 0.22
H -1.966 1.137 -0.720 0.18
H -3.656 0.790 -0.342 0.21
H -0.173 -3.701 2.308 0.21
H 1.168 -2.729 2.926 0.20
H 1.455 -4.390 2.375 0.21
H 2.702 -2.164 -0.365 0.24
H 3.229 -3.441 0.740 0.20
H 2.846 -1.818 1.361 0.20

Entry 2:
62
Properties=species:S:1:pos:R:3:nbo_charge:R:1 method="wB97M-V/def2-TZVPD" relative_energy_kj_mol=0.0 homo_energy_ev="-12.6 / -12.6" multiplicity=5 charge=+2 e_lumo_ev="-5.239 / -5.208"
Ho 0.217 0.360 -0.472 1.82
C 2.712 2.595 3.709 -0.94
As 1.606 1.168 2.879 1.89
C -0.043 0.805 3.850 -0.95
C 2.462 -0.536 3.213 -0.99
O 1.406 1.147 1.113 -1.23
H 3.202 2.430 4.707 0.30
H 1.889 3.390 3.724 0.26
H 3.495 2.793 2.963 0.26
H -0.750 1.514 3.427 0.25
H -0.015 0.894 4.936 0.28
H -0.309 -0.209 3.489 0.27
H 3.076 -0.614 2.330 0.24
H 1.748 -1.399 3.449 0.27
H 3.123 -0.467 4.047 0.26
C 3.400 -2.420 -1.901 -0.82
Te 1.547 -2.610 -0.763 0.40
C 0.638 -4.289 -1.917 -0.78
H 3.646 -3.466 -2.236 0.25
H 4.169 -1.983 -1.272 0.24
H 3.112 -1.924 -2.814 0.23
H 0.422 -3.997 -2.984 0.24
H -0.350 -4.344 -1.421 0.24
H 1.266 -5.190 -1.833 0.25
C 3.320 4.219 -4.007 -0.43
N 2.468 3.086 -3.804 -0.55
C 2.177 2.475 -2.619 0.40
S 1.326 0.963 -2.772 -0.28
N 2.493 3.085 -1.479 -0.59
C 2.504 4.494 -1.120 -0.43
H 3.572 4.259 -5.069 0.24
H 4.254 4.146 -3.420 0.21
H 2.857 5.117 -3.780 0.21
H 2.244 2.570 -4.724 0.45
H 2.532 2.473 -0.720 0.41
H 1.633 5.104 -1.494 0.23
H 3.445 5.021 -1.328 0.23
H 2.357 4.437 -0.022 0.22
N -5.106 -5.958 0.720 -0.76
C -4.563 -4.710 0.696 0.23
C -4.970 -3.718 -0.171 -0.27
C -4.217 -2.555 -0.158 -0.10
C -3.207 -2.256 0.777 -0.47
C -2.872 -3.274 1.720 -0.12
C -3.598 -4.457 1.704 -0.27
S -2.258 -0.893 0.355 2.26
O -1.140 -0.728 1.321 -1.00
O -1.750 -1.029 -1.035 -0.97
N -3.334 0.313 0.389 -0.84
C -2.853 1.425 -0.207 0.31
S -3.982 2.809 -0.259 0.42
C -2.565 3.812 -0.611 -0.41
C -1.529 3.047 -0.945 -0.07
N -1.636 1.721 -0.612 -0.75
H -5.825 -6.107 0.033 0.40
H -4.526 -6.698 1.083 0.41
H -5.855 -3.865 -0.806 0.24
H -4.451 -1.864 -0.942 0.24
H -2.079 -3.223 2.452 0.23
H -3.289 -5.234 2.431 0.23
H -2.644 4.928 -0.381 0.27
H -0.602 3.414 -1.421 0.21

Entry 3:
63
Properties=species:S:1:pos:R:3:nbo_charge:R:1 method="wB97M-V/def2-TZVPD" homo_energy_ev=-10.2 e_lumo_ev=0.564
C -1.842 -0.290 -2.295 -0.61
C -0.501 -0.286 -1.579 -0.39
C 0.053 1.124 -1.382 -0.37
C 1.545 1.141 -0.968 -0.62
C 2.462 1.559 -2.121 -0.58
B 1.806 1.910 0.355 1.21
O 1.019 1.705 1.497 -0.89
B 1.766 1.300 2.576 0.99
O 2.999 1.917 2.779 -0.90
B 3.662 2.258 1.616 0.99
O 2.912 2.743 0.566 -0.89
H -2.590 0.246 -1.715 0.22
H -2.184 -1.314 -2.446 0.20
H -1.746 0.167 -3.279 0.22
H 0.241 -0.854 -2.151 0.18
H -0.580 -0.757 -0.595 0.19
H -0.565 1.643 -0.646 0.21
H -0.045 1.660 -2.330 0.20
H 1.809 0.098 -0.725 0.24
H 2.309 2.604 -2.391 0.21
H 3.512 1.416 -1.865 0.21
H 2.262 0.940 -2.997 0.21
H 1.420 0.409 3.284 -0.10
H 4.828 2.057 1.462 -0.12
C -5.797 3.327 -1.352 -0.63
C -5.464 3.125 -2.807 0.07
C -6.494 2.350 -3.611 -0.09
O -5.690 1.690 -4.592 -0.49
C -4.438 1.554 -4.088 0.97
O -3.581 0.886 -4.561 -0.57
O -4.307 2.285 -2.958 -0.49
H -5.742 2.375 -0.822 0.23
H -5.095 4.013 -0.881 0.23
H -6.802 3.738 -1.250 0.22
H -5.242 4.079 -3.294 0.18
H -7.232 2.977 -4.104 0.20
H -6.998 1.595 -3.003 0.18
C 7.968 -0.097 4.528 -0.63
C 7.646 -0.381 3.084 0.07
C 6.190 -0.696 2.794 -0.10
O 6.283 -1.583 1.676 -0.49
C 7.495 -2.190 1.717 0.97
O 7.813 -3.113 1.045 -0.57
O 8.286 -1.591 2.638 -0.50
H 7.870 -1.009 5.118 0.22
H 8.988 0.268 4.639 0.23
H 7.287 0.658 4.921 0.22
H 7.996 0.431 2.441 0.18
H 5.600 0.176 2.528 0.21
H 5.711 -1.223 3.623 0.18
C -4.103 -4.975 0.045 -0.63
C -3.232 -3.944 0.714 0.07
C -3.689 -3.500 2.093 -0.09
O -3.234 -2.146 2.149 -0.49
C -3.135 -1.680 0.880 0.97
O -2.955 -0.546 0.584 -0.57
O -3.266 -2.696 -0.003 -0.49
H -5.062 -4.533 -0.228 0.22
H -3.636 -5.353 -0.863 0.23
H -4.274 -5.815 0.719 0.22
H -2.190 -4.274 0.744 0.18
H -3.248 -4.068 2.907 0.20
H -4.778 -3.511 2.183 0.18

| no. | electronic energy (eV) |
| --- | --- |
| 1 | -103153.674 |
| 2 | -158148.405 |
| 3 | -44738.361 |